DFT (the ωB97M-V functional and the def2-TZVPD basis) results for 2 unconnected molecules or ions with the total composition C3H11N.

```
15
Properties=species:S:1:pos:R:3:nbo_charge:R:1
C 1.36 -1.36 -0.30 -0.42
N 0.18 -0.52 -0.46 -0.62
C -0.93 -1.24 -1.06 -0.41
H 1.14 -2.11 0.46 0.19
H 1.64 -1.76 -1.28 0.16
H 2.24 -0.82 0.05 0.20
H 0.41 0.30 -0.99 0.35
H -0.60 -1.83 -1.93 0.16
H -1.71 -0.57 -1.40 0.20
H -1.26 -1.94 -0.29 0.19
C -0.49 2.39 1.43 -0.85
H -0.79 2.97 2.29 0.21
H -0.38 3.04 0.57 0.21
H -1.22 1.62 1.21 0.22
H 0.42 1.84 1.69 0.22
```

Total charge: 0
ΔE to the lowest compared entry with this formula, charge and spin: 14.5 kcal/mol
E_tot: -4778.86792 eV
HOMO: -0.320 hartree
SMILES string: CNC.C
E_LUMO: 0.03939 Eh
Largest force on an atom: 1.09 eV/A

DFT (the ωB97M-V functional and the def2-TZVPD basis) results for a molecular structure, H4P4S.

```
9
Properties=species:S:1:pos:R:3:nbo_charge:R:1
P -0.14 -1.62 -1.31 0.28
P -0.14 1.68 -0.86 0.13
P 1.08 -0.59 1.62 0.19
P 1.05 -0.13 -0.60 -0.12
S -2.69 -0.67 -1.77 -0.41
H 0.52 2.57 0.04 -0.01
H -0.94 1.26 0.14 -0.01
H 1.51 -1.74 1.12 -0.02
H -0.25 -0.78 1.63 -0.02
```

Total charge: 0
ΔE to the lowest compared entry with this formula, charge and spin: 89.0 kcal/mol
E_tot: -48050.23280 eV
HOMO (alpha / beta): -0.304 / -0.308 hartree
E_LUMO (alpha / beta): -0.10712 / -0.10578 Eh
Largest force on an atom: 4.15 eV/A

DFT (the ωB97M-V functional and the def2-TZVPD basis) results for a molecular structure, C17H23BBr36NO2.

```
80
Properties=species:S:1:pos:R:3:mulliken_charge:R:1
C 4.56 -0.48 1.80 -0.18
O 3.15 -0.16 1.82 -0.41
B 2.36 -0.61 0.86 0.66
O 2.72 -1.49 -0.11 -0.11
N 0.92 -0.09 0.87 0.48
C 0.57 1.04 0.37 -0.59
C -0.91 1.24 0.39 0.07
C -1.40 0.16 1.38 0.03
C -0.23 -0.83 1.44 -0.43
H 4.71 -1.49 2.19 0.27
H 4.95 -0.43 0.78 0.29
H 5.06 0.24 2.43 -0.20
H 2.02 -1.58 -0.78 -0.05
H 1.31 1.70 -0.06 0.61
H -1.23 0.97 -0.63 -0.33
H -1.25 2.26 0.51 0.48
H -2.31 -0.30 0.99 -0.10
H -1.62 0.56 2.37 0.22
H -0.40 -1.75 0.86 0.16
H 0.00 -1.14 2.46 0.19
C -0.19 -0.64 -3.40 0.46
Br -0.66 -1.19 -5.16 0.00
Br -0.10 -2.14 -2.18 -0.09
Br 1.45 0.37 -3.33 -0.04
H -0.98 0.01 -3.04 -0.48
C 1.31 -5.00 2.96 -0.45
Br 0.82 -3.97 4.50 -0.05
Br -0.20 -5.94 2.23 -0.04
Br 2.09 -3.89 1.60 0.18
H 2.05 -5.73 3.26 0.42
C -4.68 -3.39 1.19 -0.11
Br -3.18 -3.82 2.33 -0.04
Br -5.18 -1.54 1.32 -0.07
Br -4.33 -3.89 -0.63 0.03
H -5.51 -3.98 1.54 0.15
C 4.16 -5.22 -1.95 -0.45
Br 5.31 -4.00 -1.02 0.05
Br 3.94 -6.86 -0.98 -0.01
Br 2.45 -4.41 -2.35 -0.01
H 4.62 -5.46 -2.89 0.42
C -8.52 -5.43 -0.18 -0.30
Br -7.05 -6.26 0.76 -0.04
Br -8.71 -3.59 0.35 -0.01
Br -8.32 -5.61 -2.08 0.01
H -9.42 -5.95 0.11 0.34
C -3.77 1.79 -3.46 -0.34
Br -4.36 1.30 -5.21 0.04
Br -3.71 0.27 -2.27 -0.01
Br -2.06 2.68 -3.52 0.00
H -4.48 2.49 -3.05 0.42
C 9.30 -4.93 0.65 -0.33
Br 8.82 -5.87 2.26 0.00
Br 8.66 -5.84 -0.92 -0.01
Br 8.68 -3.10 0.70 -0.03
H 10.38 -4.90 0.60 0.35
C -3.37 0.21 6.08 -0.39
Br -2.26 -0.12 7.61 -0.02
Br -3.17 -1.18 4.75 0.10
Br -5.21 0.44 6.56 -0.01
H -3.03 1.13 5.63 0.33
C 5.66 3.70 3.37 0.41
Br 3.88 3.08 2.96 0.02
Br 6.75 2.27 4.04 -0.04
Br 6.46 4.58 1.87 0.01
H 5.56 4.42 4.17 -0.43
C -3.90 4.38 -7.26 -0.30
Br -4.42 5.22 -5.60 0.02
Br -5.41 3.58 -8.15 0.02
Br -2.99 5.63 -8.40 -0.07
H -3.21 3.59 -7.02 0.31
C -5.44 8.54 -8.74 0.38
Br -5.89 9.30 -7.03 -0.02
Br -6.93 7.63 -9.53 0.00
Br -4.69 9.86 -9.92 -0.01
H -4.68 7.80 -8.56 -0.34
C 4.86 6.33 7.00 -0.34
Br 5.75 7.92 7.57 0.00
Br 3.91 6.59 5.34 -0.04
Br 6.07 4.84 6.85 -0.02
H 4.12 6.07 7.75 0.39
```

Total charge: +1
ΔE to the lowest compared entry with this formula, charge and spin: 0.0 kcal/mol
E_tot: -2545787.03933 eV
HOMO: -0.414 hartree
E_LUMO: -0.11512 Eh
Largest force on an atom: 0.85 eV/A

DFT (the ωB97M-V functional and the def2-TZVPD basis) results for 2 unconnected molecules or ions with the total composition C23H26Cl2O5.

```
56
Properties=species:S:1:pos:R:3:nbo_charge:R:1
C -5.31 1.01 -2.59 -0.60
C -4.84 0.82 -1.16 -0.43
C -5.71 -0.18 -0.41 -0.21
Cl -7.17 0.62 0.27 -0.05
C -5.05 -1.04 0.64 0.09
C -5.35 -2.40 0.62 -0.20
C -4.79 -3.30 1.51 -0.19
C -3.89 -2.86 2.47 -0.16
C -3.55 -1.51 2.50 -0.12
C -4.13 -0.60 1.61 -0.14
C -3.72 0.84 1.76 0.54
O -4.48 1.77 1.60 -0.50
C -2.29 1.04 2.14 -0.06
C -1.56 2.13 1.68 -0.17
C -0.23 2.26 2.04 -0.22
C 0.35 1.32 2.89 -0.03
Cl 2.02 1.47 3.30 0.02
C -0.37 0.25 3.39 -0.19
C -1.70 0.11 3.00 -0.12
C -2.53 -1.03 3.47 0.55
O -2.35 -1.55 4.55 -0.50
H -6.28 1.52 -2.59 0.22
H -4.62 1.65 -3.15 0.22
H -5.43 0.06 -3.12 0.20
H -3.79 0.51 -1.12 0.20
H -4.90 1.78 -0.65 0.24
H -6.12 -0.88 -1.14 0.21
H -6.04 -2.78 -0.13 0.22
H -5.05 -4.35 1.47 0.22
H -3.44 -3.53 3.18 0.24
H -2.03 2.86 1.04 0.24
H 0.37 3.08 1.67 0.24
H 0.07 -0.47 4.06 0.25
C 2.16 -0.74 0.10 -0.24
O 3.15 -0.04 -0.61 -0.55
C 3.96 0.76 0.24 -0.09
C 5.27 1.09 -0.43 -0.09
O 6.22 0.03 -0.42 -0.54
C 6.04 -1.00 -1.37 -0.09
C 6.53 -0.64 -2.76 -0.09
O 5.59 0.19 -3.43 -0.55
C 6.17 0.89 -4.51 -0.25
H 1.45 -0.06 0.59 0.16
H 1.62 -1.35 -0.63 0.19
H 2.60 -1.40 0.86 0.17
H 4.16 0.24 1.18 0.17
H 3.43 1.69 0.47 0.17
H 5.74 1.89 0.15 0.19
H 5.10 1.46 -1.45 0.20
H 5.01 -1.34 -1.41 0.20
H 6.66 -1.82 -1.01 0.19
H 6.67 -1.56 -3.33 0.17
H 7.50 -0.13 -2.68 0.17
H 6.98 1.54 -4.17 0.16
H 5.38 1.50 -4.95 0.19
H 6.56 0.20 -5.27 0.16
```

Total charge: 0
ΔE to the lowest compared entry with this formula, charge and spin: 0.0 kcal/mol
E_tot: -59554.14337 eV
HOMO: -0.342 hartree
SMILES string: CC[C@H](Cl)c1cccc2c1C(=O)c1ccc(Cl)cc1C2=O.COCCOCCOC
E_LUMO: -0.03598 Eh
Largest force on an atom: 0.39 eV/A

DFT (the ωB97M-V functional and the def2-TZVPD basis) results for 2 unconnected molecules or ions with the total composition C23H42BClF8O4S.

```
80
Properties=species:S:1:pos:R:3:mulliken_charge:R:1
C 4.02 -1.94 0.38 -0.94
C 3.67 -1.79 -1.11 -0.48
C 2.18 -1.78 -1.37 -0.98
C 1.50 -0.55 -0.77 0.71
C 1.68 0.67 -1.65 -0.62
C 0.55 1.00 -2.66 -1.32
C -0.67 0.06 -2.70 0.15
C -2.01 0.75 -2.38 -1.12
C -2.72 0.24 -1.11 0.71
B -4.27 0.38 -1.26 -0.01
C -5.02 -0.35 -2.44 -1.15
C -4.41 -1.73 -2.78 -0.34
C -4.76 -2.77 -1.71 -0.25
C -3.65 -3.73 -1.35 -0.74
O -3.00 -3.39 -0.13 -0.39
C -1.59 -3.27 -0.19 -0.66
C -5.15 1.25 -0.28 -0.80
C -5.55 0.36 0.93 -0.36
C -4.79 0.62 2.23 -1.18
C -3.58 -0.30 2.43 -0.10
S -2.10 0.57 2.90 1.09
O -0.97 -0.04 2.30 -0.43
O -2.24 1.96 2.69 -0.56
Cl -1.94 0.20 4.92 -0.28
H 4.55 -2.85 0.59 0.37
H 3.17 -1.83 1.03 0.35
H 4.71 -1.15 0.66 0.02
H 4.14 -0.89 -1.47 0.24
H 4.14 -2.59 -1.65 0.47
H 1.78 -2.71 -0.97 0.30
H 2.04 -1.79 -2.44 0.38
H 0.48 -0.75 -0.49 -0.25
H 2.02 -0.35 0.16 0.10
H 2.60 0.55 -2.20 0.32
H 1.85 1.53 -1.03 0.26
H 0.21 2.00 -2.47 0.44
H 0.98 1.04 -3.65 0.35
H -0.77 -0.29 -3.72 0.42
H -0.59 -0.82 -2.09 -0.33
H -1.90 1.82 -2.28 0.62
H -2.68 0.59 -3.22 0.27
H -2.43 0.90 -0.29 0.27
H -2.41 -0.75 -0.82 -0.71
H -6.05 -0.53 -2.14 0.47
H -5.10 0.28 -3.32 0.36
H -4.78 -2.07 -3.73 0.55
H -3.34 -1.61 -2.86 0.09
H -5.09 -2.29 -0.80 -0.02
H -5.61 -3.32 -2.08 0.47
H -4.12 -4.70 -1.19 0.39
H -2.96 -3.88 -2.17 0.39
H -1.10 -4.14 0.24 0.40
H -1.29 -2.42 0.40 0.00
H -1.23 -3.10 -1.20 0.34
H -4.56 2.10 0.04 0.49
H -6.04 1.61 -0.77 0.44
H -5.37 -0.68 0.67 0.03
H -6.61 0.42 1.11 0.44
H -4.53 1.66 2.32 0.62
H -5.47 0.41 3.05 0.34
H -3.40 -0.94 1.59 -0.49
H -3.80 -0.97 3.25 0.81
F 5.67 2.93 0.34 -0.18
C 6.92 2.44 0.47 0.06
F 7.14 1.54 -0.52 -0.27
C 7.09 1.75 1.82 0.88
F 6.27 0.68 1.89 -0.22
F 8.38 1.29 1.86 -0.35
C 6.90 2.63 3.06 -0.71
O 5.63 2.56 3.66 -0.40
C 4.63 3.36 3.18 0.73
F 5.10 4.23 2.27 -0.27
F 4.14 4.07 4.23 -0.31
C 3.49 2.51 2.62 0.21
F 3.96 1.75 1.61 -0.18
F 2.53 3.33 2.13 -0.28
H 7.64 3.26 0.36 0.28
H 7.58 2.23 3.81 0.40
H 7.21 3.66 2.88 0.35
H 3.07 1.87 3.39 0.27
```

Total charge: 0
E_tot: -78494.51075 eV
HOMO: -0.356 hartree
SMILES string: CCCCCCCCCB(CCCCOC)CCCCS(=O)(=O)Cl.FC(F)C(F)(F)COC(F)(F)C(F)F
E_LUMO: 0.01357 Eh
Largest force on an atom: 1.22 eV/A

DFT (the ωB97M-V functional and the def2-TZVPD basis) results for a single C3H4BrF molecule.

```
9
Properties=species:S:1:pos:R:3:nbo_charge:R:1
F -0.92 1.64 0.00 -0.34
C -0.75 0.30 0.00 0.31
Br -2.55 -0.53 0.00 0.02
C 0.47 -0.15 -0.72 -0.48
C 0.52 -0.09 0.79 -0.44
H 1.09 0.44 -1.46 0.24
H 0.49 -1.13 -1.29 0.24
H 0.67 -1.11 1.31 0.23
H 1.00 0.62 1.36 0.23
```

Total charge: 0
ΔE to the lowest compared entry with this formula, charge and spin: 26.3 kcal/mol
E_tot: -75933.97017 eV
HOMO: -0.374 hartree
SMILES string: FC1(Br)CC1
E_LUMO: 0.02753 Eh
Largest force on an atom: 4.33 eV/A

DFT (the ωB97M-V functional and the def2-TZVPD basis) results for a molecular structure, C24H33Br2N9OPRuS.

```
72
Properties=species:S:1:pos:R:3:lowdin_spin:R:1
Ru -0.20 0.53 -0.22 0.89
C 0.97 -3.25 -5.31 0.00
C -0.07 -2.32 -4.80 0.00
N -1.08 -1.87 -5.46 0.00
N -1.74 -1.07 -4.57 0.00
C -1.16 -0.98 -3.38 0.01
S -1.77 -0.10 -2.06 0.00
N -0.07 -1.79 -3.51 0.00
N 0.86 -2.03 -2.51 0.01
H 0.67 -3.60 -6.29 0.00
H 1.08 -4.11 -4.65 0.00
H 1.94 -2.75 -5.40 0.00
H -2.58 -0.59 -4.86 0.00
H 1.79 -2.04 -2.92 0.00
H 0.68 -2.93 -2.08 0.00
Br -1.83 5.23 -1.69 0.01
C -1.09 4.79 -0.05 0.02
C -0.81 5.77 0.89 0.00
C -0.22 5.43 2.10 0.02
Br 0.13 6.79 3.31 0.01
C 0.15 4.07 2.41 0.00
C 0.77 3.66 3.60 0.01
C 1.13 2.34 3.75 0.00
C 0.87 1.45 2.70 0.01
N 0.26 1.81 1.59 -0.01
C -0.11 3.09 1.45 0.00
C -0.79 3.41 0.20 0.00
O -1.04 2.50 -0.60 0.03
H -1.04 6.80 0.67 0.00
H 0.98 4.38 4.38 0.00
H 1.61 1.99 4.65 0.00
H 1.19 0.41 2.77 0.00
C 3.28 0.66 -1.28 0.00
P 1.67 1.49 -1.32 -0.01
C 2.13 3.23 -1.02 0.00
C 1.26 1.58 -3.09 0.00
H 3.90 1.01 -2.11 0.00
H 3.17 -0.42 -1.33 0.00
H 3.79 0.90 -0.34 0.00
H 3.05 3.43 -1.57 0.00
H 2.30 3.43 0.04 0.00
H 1.34 3.89 -1.39 0.00
H 2.01 2.15 -3.64 0.00
H 0.29 2.06 -3.19 0.00
H 1.20 0.58 -3.52 0.00
C 2.27 -4.12 1.52 0.00
C 0.96 -3.45 1.97 0.00
C -0.26 -4.28 1.54 0.00
C 0.95 -3.22 3.48 0.00
C 0.86 -2.13 1.29 0.02
N 0.78 -1.10 0.79 0.01
H 2.34 -5.10 2.00 0.00
H 3.13 -3.53 1.82 0.00
H 2.30 -4.26 0.44 0.00
H -0.25 -5.23 2.07 0.00
H -0.24 -4.48 0.47 0.00
H -1.19 -3.76 1.77 0.00
H 1.03 -4.19 3.98 0.00
H 0.03 -2.74 3.81 0.00
H 1.80 -2.60 3.79 0.00
N -5.58 -0.25 0.75 0.00
C -4.34 -0.35 1.27 0.00
C -3.23 0.28 0.67 0.00
N -2.01 0.15 1.17 0.00
C -1.87 -0.56 2.30 0.00
C -2.96 -1.17 2.88 0.00
N -4.19 -1.08 2.37 0.00
H -5.77 0.31 -0.07 0.00
H -6.34 -0.69 1.23 0.00
H -3.35 0.90 -0.21 0.00
H -0.88 -0.63 2.73 0.00
H -2.86 -1.74 3.79 0.00
```

Total charge: +2
ΔE to the lowest compared entry with this formula, charge and spin: 35.2 kcal/mol
E_tot: -203660.74041 eV
HOMO (alpha / beta): -0.445 / -0.443 hartree
Spin multiplicity: 2
E_LUMO (alpha / beta): -0.22941 / -0.27502 Eh
<S²>: 0.76
Largest force on an atom: 5.47 eV/A

DFT (the ωB97M-V functional and the def2-TZVPD basis) results for a molecular structure, C33H96CaF3N17O12P5S.

```
168
Properties=species:S:1:pos:R:3:mulliken_charge:R:1
Ca 30.33 -31.93 33.56 1.85
C 30.34 -25.55 36.06 0.58
F 30.34 -26.02 37.24 -0.20
F 29.86 -24.29 36.14 -0.22
F 31.57 -25.49 35.54 -0.22
S 29.18 -26.61 34.93 1.05
O 29.86 -27.93 34.78 -0.71
O 27.88 -26.69 35.65 -0.61
O 29.12 -25.83 33.70 -0.63
C 29.52 -20.86 32.58 -0.70
N 30.39 -19.83 33.21 0.84
O 29.84 -18.80 33.66 -0.51
O 31.60 -19.96 33.22 -0.51
H 29.07 -20.38 31.71 0.31
H 28.85 -21.30 33.32 0.27
H 30.22 -21.63 32.25 0.30
C 26.41 -23.54 27.97 -0.60
N 26.71 -22.35 27.16 0.81
O 25.87 -22.07 26.29 -0.50
O 27.81 -21.80 27.28 -0.51
H 25.36 -23.75 28.14 0.26
H 26.96 -23.27 28.87 0.26
H 26.88 -24.26 27.31 0.28
O 30.70 -32.28 37.93 -0.95
P 30.78 -31.98 39.39 0.37
N 31.32 -33.24 40.30 0.18
C 31.17 -33.32 41.82 -1.04
C 32.54 -33.92 39.77 -1.09
N 29.29 -31.41 40.14 0.25
C 28.27 -32.44 40.28 -1.11
C 28.75 -30.08 39.81 -1.04
N 31.90 -30.72 39.69 0.33
C 32.08 -30.25 41.07 -1.13
C 32.99 -30.52 38.72 -0.94
H 30.34 -33.96 42.10 0.30
H 30.99 -32.33 42.24 0.40
H 32.12 -33.57 42.30 0.36
H 32.55 -33.84 38.68 0.34
H 32.44 -34.99 39.91 0.41
H 33.46 -33.60 40.25 0.30
H 27.71 -32.30 41.21 0.34
H 27.71 -32.51 39.35 0.35
H 28.77 -33.40 40.44 0.40
H 28.83 -30.03 38.73 0.38
H 27.74 -29.87 40.17 0.42
H 29.38 -29.28 40.21 0.20
H 31.12 -29.93 41.48 0.27
H 32.66 -31.00 41.60 0.31
H 32.71 -29.36 40.99 0.49
H 33.89 -30.25 39.26 0.41
H 32.70 -29.74 38.01 0.25
H 33.16 -31.41 38.12 0.28
O 25.91 -32.26 33.24 -0.87
P 24.56 -32.42 32.62 0.36
N 23.44 -32.57 33.85 0.24
C 23.38 -33.84 34.61 -0.97
C 23.11 -31.44 34.69 -1.08
N 24.39 -33.74 31.58 0.28
C 23.07 -34.06 31.03 -1.10
C 25.50 -34.15 30.72 -1.01
N 24.00 -31.05 31.72 0.38
C 25.03 -30.20 31.16 -1.10
C 22.59 -30.76 31.23 -1.05
H 23.44 -34.72 33.97 0.29
H 22.43 -33.81 35.14 0.37
H 24.21 -33.93 35.32 0.31
H 24.02 -31.17 35.23 0.37
H 22.33 -31.58 35.44 0.35
H 22.90 -30.58 34.07 0.30
H 23.04 -33.88 29.95 0.29
H 22.90 -35.12 31.23 0.32
H 22.34 -33.47 31.58 0.42
H 26.43 -33.69 31.04 0.26
H 25.60 -35.23 30.68 0.34
H 25.37 -33.77 29.70 0.34
H 24.88 -30.07 30.09 0.35
H 25.00 -29.19 31.56 0.35
H 26.00 -30.67 31.33 0.26
H 22.28 -29.72 31.26 0.37
H 21.90 -31.20 31.96 0.37
H 22.39 -31.33 30.32 0.29
O 21.79 -22.85 40.51 -0.89
P 22.96 -23.58 41.05 0.48
N 24.46 -22.86 40.75 0.27
C 24.55 -21.39 40.53 -1.06
C 25.70 -23.62 40.78 -1.23
N 23.09 -25.22 40.58 0.32
C 23.56 -25.46 39.23 -1.13
C 22.11 -26.22 40.95 -1.04
N 22.94 -23.59 42.77 0.30
C 22.28 -22.56 43.50 -1.11
C 23.87 -24.34 43.54 -1.15
H 25.58 -21.05 40.41 0.40
H 24.11 -20.77 41.31 0.24
H 23.98 -21.35 39.60 0.36
H 26.38 -23.31 41.57 0.33
H 26.23 -23.56 39.83 0.49
H 25.53 -24.69 40.91 0.41
H 24.32 -24.74 38.93 0.35
H 23.86 -26.49 39.04 0.33
H 22.79 -25.17 38.51 0.38
H 22.33 -27.21 40.54 0.37
H 22.07 -26.36 42.03 0.24
H 21.14 -25.91 40.56 0.37
H 21.80 -23.00 44.37 0.37
H 23.03 -21.85 43.83 0.33
H 21.45 -22.09 42.98 0.28
H 23.24 -24.91 44.22 0.41
H 24.53 -23.73 44.16 0.31
H 24.41 -25.11 42.98 0.32
O 35.71 -26.86 27.66 -0.85
P 35.79 -25.39 27.84 0.47
N 37.21 -24.63 27.19 0.10
C 38.47 -24.76 28.03 -0.99
C 37.45 -24.87 25.78 -0.92
N 35.71 -24.83 29.46 0.28
C 35.72 -25.83 30.57 -1.19
C 35.74 -23.38 29.85 -1.10
N 34.42 -24.54 27.12 0.24
C 33.13 -25.25 27.05 -1.11
C 34.49 -23.14 26.86 -1.22
H 38.33 -24.32 29.02 0.26
H 39.24 -24.20 27.49 0.42
H 38.71 -25.81 28.14 0.32
H 37.38 -25.95 25.65 0.35
H 38.47 -24.58 25.51 0.36
H 36.66 -24.37 25.23 0.19
H 36.71 -26.14 30.88 0.27
H 34.97 -25.52 31.30 0.51
H 35.27 -26.76 30.22 0.36
H 34.78 -22.95 29.56 0.31
H 35.87 -23.28 30.93 0.44
H 36.57 -22.84 29.39 0.34
H 32.78 -25.43 28.07 0.29
H 32.42 -24.71 26.43 0.46
H 33.26 -26.19 26.51 0.28
H 33.58 -22.63 27.19 0.46
H 34.77 -23.02 25.82 0.29
H 35.25 -22.63 27.45 0.39
O 23.10 -20.20 30.84 -0.90
P 21.99 -20.95 31.44 0.49
N 21.22 -21.89 30.17 0.21
C 20.84 -21.22 28.91 -1.06
C 20.39 -23.04 30.52 -1.08
N 20.80 -19.87 32.06 0.29
C 20.72 -18.42 31.77 -1.03
C 19.70 -20.44 32.96 -1.01
N 22.46 -21.95 32.79 0.23
C 23.04 -21.23 33.92 -1.14
C 23.13 -23.22 32.61 -1.08
H 20.69 -22.04 28.22 0.41
H 21.64 -20.61 28.49 0.28
H 19.93 -20.64 29.08 0.31
H 20.84 -23.90 30.03 0.32
H 19.33 -22.93 30.32 0.32
H 20.52 -23.15 31.60 0.38
H 21.09 -18.20 30.76 0.29
H 19.69 -18.08 31.84 0.36
H 21.25 -17.82 32.51 0.28
H 19.78 -20.10 33.99 0.37
H 18.73 -20.29 32.50 0.34
H 19.96 -21.48 33.15 0.32
H 22.32 -20.52 34.33 0.24
H 23.28 -21.93 34.71 0.46
H 23.90 -20.71 33.51 0.36
H 24.22 -23.12 32.63 0.43
H 22.98 -23.52 31.58 0.36
H 22.80 -23.96 33.35 0.26
```

Total charge: +1
ΔE to the lowest compared entry with this formula, charge and spin: 350.6 kcal/mol
E_tot: -169537.19743 eV
HOMO: -0.330 hartree
E_LUMO: -0.29220 Eh
Largest force on an atom: 3.39 eV/A